Here is a gas-phase ion, C9H8FN2O (charge +1) from the OMol25 dataset. Energies are from ωB97M-V/def2-TZVPD.

Element x y z (Å)
C1 -1.570 -1.407 0.000
C2 -2.577 -0.530 0.127
C3 -0.735 0.614 0.334
C4 0.210 1.656 0.456
C5 1.501 1.344 0.644
C6 -4.049 -0.741 0.004
C7 1.754 -0.671 -1.004
C8 1.989 -0.044 0.396
C9 0.981 -1.150 0.179
N1 -0.379 -0.697 0.238
N2 -2.029 0.739 0.175
O1 -4.744 0.247 0.005
F1 1.125 -2.382 0.736
H1 -1.752 -2.481 -0.172
H2 -0.091 2.627 0.482
H3 2.152 2.107 0.882
H4 -4.320 -1.737 -0.051
H5 1.391 0.054 -1.800
H6 2.661 -1.146 -1.311
H7 2.964 -0.114 0.971
H8 -2.662 1.513 0.073

As for the orbital gap: 9.133 eV. For the max |F|, the calculation gives 3.7 eV/A. Its total charge is +1. The multiplicity is 1. As for the SMILES: O=Cc1cn2c([nH+]1)C=C[C@@H]1C[C@@]12F.

Quick look at the natural (NBO) charges, all values in e:
1 C 0.010
2 C 0.004
3 C 0.451
4 C -0.299
5 C -0.017
6 C 0.411
7 C -0.434
8 C -0.316
9 C 0.514
10 N -0.321
11 N -0.455
12 O -0.467
13 F -0.284
14 H 0.275
15 H 0.245
16 H 0.236
17 H 0.156
18 H 0.257
19 H 0.272
20 H 0.285
21 H 0.476